5 unconnected molecules or ions with the total composition C28H46IN2O6P. Source: the OMol25 dataset; level of theory: the ωB97M-V functional and the def2-TZVPD basis.

Computed properties:
Gap between HOMO and LUMO   8.41 eV
Largest force on an atom   0.5 eV/Å
LUMO level   -0.2 eV

The geometry in ORCA input format:
```
! wB97M-V def2-TZVPD RIJCOSX def2/J DEFGRID3
* xyz 0 1
C -4.49 4.52 2.66
C -5.63 3.71 2.01
C -6.75 3.28 2.99
C -6.99 1.79 3.09
O -6.05 1.13 3.96
C -4.96 0.62 3.33
C -3.69 1.26 3.55
N -2.61 0.87 2.94
C -2.72 -0.20 2.09
C -1.59 -0.65 1.37
P 0.02 0.23 1.51
O -0.38 1.80 1.32
I 0.95 -0.22 -0.72
C -1.70 -1.81 0.64
C -2.91 -2.51 0.56
C -4.03 -2.05 1.18
C -3.95 -0.89 1.96
N -5.08 -0.43 2.59
H -4.33 5.47 2.14
H -3.54 3.99 2.64
H -4.70 4.76 3.71
H -6.06 4.28 1.19
H -5.20 2.80 1.57
H -6.54 3.67 3.99
H -7.70 3.72 2.68
H -6.94 1.32 2.10
H -7.98 1.58 3.49
H -3.64 2.10 4.24
H -0.82 1.98 0.48
H -0.84 -2.19 0.10
H -2.96 -3.42 -0.04
H -4.98 -2.56 1.11
C -2.76 -5.46 -4.17
C -2.87 -3.94 -4.30
C -2.88 -3.51 -2.84
O -2.09 -4.48 -2.14
C -1.83 -5.60 -2.98
H -2.38 -5.94 -5.07
H -3.74 -5.88 -3.95
H -1.98 -3.54 -4.80
H -3.75 -3.60 -4.84
H -3.89 -3.51 -2.43
H -2.44 -2.52 -2.67
H -0.78 -5.58 -3.29
H -2.01 -6.51 -2.40
C 4.49 -3.51 -3.05
C 3.17 -4.01 -3.63
C 2.21 -2.91 -3.19
O 2.98 -1.70 -3.15
C 4.37 -2.01 -3.25
H 5.37 -3.93 -3.53
H 4.54 -3.74 -1.98
H 3.23 -4.05 -4.72
H 2.87 -4.99 -3.27
H 1.81 -3.11 -2.19
H 1.37 -2.77 -3.87
H 4.73 -1.71 -4.24
H 4.92 -1.43 -2.51
C 1.12 5.30 3.92
C 0.68 3.98 4.56
C -0.56 4.41 5.33
O -1.14 5.49 4.60
C -0.22 5.95 3.60
H 1.75 5.17 3.04
H 1.67 5.91 4.65
H 0.41 3.27 3.78
H 1.44 3.53 5.19
H -0.30 4.77 6.34
H -1.30 3.62 5.43
H -0.58 5.63 2.61
H -0.19 7.04 3.62
C 9.15 0.24 -1.77
C 9.53 0.23 -3.25
C 8.68 -0.92 -3.77
O 7.50 -0.94 -2.97
C 7.67 -0.10 -1.83
H 9.35 1.19 -1.27
H 9.70 -0.54 -1.24
H 9.23 1.17 -3.72
H 10.59 0.09 -3.43
H 9.21 -1.88 -3.67
H 8.39 -0.80 -4.82
H 7.06 0.80 -1.96
H 7.31 -0.63 -0.95
*
```

Löwdin atomic charge list, values in e, 5 entries: -0.10, -0.23, -0.18, -0.19, -0.03